1.
ORCA calculation (wB97M-V/def2-TZVPD) on a structure of composition C30H53BN8O4OsPSb in a non-equilibrium geometry.

CARTESIAN COORDINATES (ANGSTROEM)
Os -0.38200 0.66874 -0.61786
C -2.22103 3.04509 -2.67772
C -2.49013 1.58964 -2.80579
C -3.39272 0.96153 -3.66240
C -3.21282 -0.38467 -3.45740
N -2.25988 -0.56909 -2.52315
N -1.81986 0.65910 -2.10803
B -1.63213 -1.88637 -2.04107
N -0.09630 -1.85650 -2.34997
C 0.78577 -2.81954 -2.74669
C 2.04260 -2.31160 -2.65048
C 1.89456 -0.97641 -2.11513
C 2.84645 0.14115 -2.34031
N 0.54092 -0.73174 -2.01753
N -1.78568 -2.12490 -0.54760
C -1.98294 -3.24723 0.17497
C -1.83481 -2.94065 1.50442
C -1.50421 -1.58014 1.53939
C -1.25305 -0.73603 2.73778
N -1.46641 -1.09812 0.29151
N -2.34582 -3.03938 -2.81186
C -3.63773 -3.54337 -2.52111
C -3.96393 -4.42636 -3.49441
C -2.85831 -4.43879 -4.36927
C -2.61937 -5.16938 -5.60718
N -1.88520 -3.53923 -3.89909
H -2.42568 3.54353 -3.62321
H -2.86361 3.50291 -1.92244
H -1.17907 3.22422 -2.41757
H -4.06494 1.43556 -4.35634
H -3.70043 -1.21604 -3.93786
H 0.44066 -3.77972 -3.08378
H 2.97609 -2.78720 -2.90086
H 2.96543 0.26999 -3.41904
H 2.47394 1.07310 -1.91790
H 3.81938 -0.08862 -1.91642
H -2.22195 -4.19006 -0.29104
H -1.96075 -3.60195 2.34449
H -1.45671 -1.30609 3.64145
H -0.21508 -0.40420 2.76624
H -1.91053 0.13527 2.73870
H -4.17330 -3.19063 -1.65378
H -4.87025 -5.00211 -3.58439
H -3.21855 -6.07567 -5.66689
H -2.91808 -4.52530 -6.45027
H -1.55807 -5.37731 -5.74412
C 5.60221 1.50943 1.20492
C 4.09419 1.59355 1.31865
C 3.53571 2.77410 0.54579
C 3.63649 1.58172 2.76263
O 3.61245 0.35449 0.61130
P 2.29424 -0.44322 0.76797
O 2.24780 -1.48850 -0.34486
O 1.09142 0.55462 0.68466
O 2.13853 -1.10093 2.15624
C 2.83088 -2.33010 2.71666
C 2.70566 -2.15140 4.21406
C 4.27138 -2.34888 2.25376
C 2.04171 -3.52163 2.21543
H 6.05263 2.37761 1.68613
H 5.91423 1.49788 0.16131
H 5.97879 0.61384 1.69746
H 3.89849 3.70132 0.99046
H 2.44429 2.78252 0.57645
H 3.87134 2.75097 -0.49092
H 3.99815 2.48893 3.24745
H 4.04741 0.72960 3.30170
H 2.54853 1.56547 2.84598
H 3.23439 -1.25994 4.54933
H 3.14528 -3.01380 4.71545
H 1.66056 -2.08152 4.51419
H 4.80788 -1.46314 2.59151
H 4.34387 -2.42803 1.16805
H 4.76436 -3.22050 2.68450
H 1.00423 -3.46179 2.54491
H 2.47168 -4.43599 2.62511
H 2.07837 -3.58052 1.12759
C -0.79185 3.94324 3.57308
C -0.17587 2.90583 2.63873
Sb -1.27026 2.76659 0.81312
C -3.31199 2.57599 1.40433
C -4.18776 1.82046 0.41151
C -0.99479 4.75787 0.06158
C -2.22856 5.63951 0.20564
H -0.19579 4.03493 4.48092
H -1.80337 3.66938 3.87577
H -0.83132 4.93218 3.11345
H -0.12811 1.91923 3.09725
H 0.84030 3.17920 2.34925
H -3.69009 3.58138 1.59158
H -3.29078 2.06795 2.37064
H -4.29976 2.36287 -0.52846
H -5.18725 1.68417 0.82362
H -3.77959 0.83191 0.18514
H -0.65276 4.70515 -0.97013
H -0.16248 5.15263 0.64785
H -3.08833 5.24851 -0.34160
H -2.01630 6.63448 -0.18490
H -2.52494 5.75497 1.24876

Properties
ΔE to the lowest compared entry with this formula, charge and spin = 31.6 kcal/mol
<S²> = 8.797
E_HOMO (alpha / beta) = -15.22 / -15.21 eV
multiplicity = 6
strongest force on any atom = 0.09086 hartree/bohr
total charge = +3
HOMO-LUMO gap (alpha / beta) = 0.2186 / 0.1226 hartree

2.
ORCA calculation (wB97M-V/def2-TZVPD) on a structure of composition C30H53IN8O3S in a non-equilibrium geometry.

CARTESIAN COORDINATES (ANGSTROEM)
C -0.39464 -7.34899 -2.04061
N 0.96686 -6.91324 -2.36078
C 2.00566 -7.72060 -1.71609
C 1.15064 -6.82176 -3.78013
O 1.25442 -7.79438 -4.46446
C 1.19081 -5.42602 -4.35238
C 2.34771 -4.59267 -3.82107
C 3.71719 -5.01537 -3.99447
I 4.26486 -6.71414 -5.12282
C 4.77292 -4.32736 -3.50570
C 4.55036 -3.13203 -2.78605
N 5.45873 -2.33940 -2.22459
S 4.62716 -1.11631 -1.58226
N 3.15147 -1.53419 -1.98036
C 3.22870 -2.69615 -2.64225
C 2.11205 -3.40436 -3.16654
C 0.78118 -2.73484 -2.95038
C 0.11814 -3.01850 -1.56242
N -0.53862 -1.80004 -1.06730
N 1.08957 -3.39609 -0.56504
N -0.94218 -4.02004 -1.69992
H -0.71787 -6.90629 -1.10158
H -1.08988 -7.02105 -2.80806
H -0.48006 -8.43087 -1.93872
H 2.53176 -8.37016 -2.41025
H 2.74090 -7.06028 -1.25730
H 1.58679 -8.30812 -0.90842
H 1.16969 -5.46442 -5.43489
H 0.28825 -4.96401 -3.97805
H 5.78175 -4.66477 -3.66712
H 0.10564 -2.97839 -3.75960
H 0.96783 -1.67010 -3.04053
H -1.28033 -1.57324 -1.72098
H 0.11800 -1.02645 -1.13586
H 1.26092 -4.39542 -0.63774
H 0.62928 -3.24320 0.32637
H -0.58295 -4.94686 -1.54259
H -1.38793 -3.95942 -2.60340
C 0.69579 4.68870 -3.45514
C -0.31109 3.76658 -2.71689
C -1.08558 4.55162 -1.65306
C -0.28895 4.85518 -0.38519
C 0.35501 3.58495 0.16545
C 1.20552 2.86078 -0.87568
N 0.40807 2.60502 -2.11244
O -0.39474 1.60683 -1.93433
C 2.46693 3.68921 -1.18341
C 1.71158 1.54023 -0.30434
C -1.30272 3.27689 -3.76721
H 1.62536 4.16599 -3.67678
H 0.29651 5.01620 -4.41416
H 0.93685 5.58895 -2.88905
H -1.97408 3.97951 -1.36742
H -1.44639 5.48215 -2.09707
H 0.46807 5.62056 -0.58068
H -0.95746 5.27741 0.36795
H 0.97327 3.82586 1.03259
H -0.43156 2.91706 0.52848
H 3.06161 3.21691 -1.96705
H 3.08579 3.75129 -0.28836
H 2.26044 4.71285 -1.48533
H 0.90095 0.89915 0.03854
H 2.35417 1.74089 0.55235
H 2.29637 0.99076 -1.04515
H -0.80830 2.66622 -4.52474
H -1.74987 4.13810 -4.26221
H -2.11201 2.69368 -3.33102
C -0.89564 2.58646 6.47305
C -1.24604 3.17785 5.08149
C -2.29007 4.29155 5.21297
C -3.71404 3.79816 5.46454
C -4.10509 2.73313 4.44180
C -3.10817 1.57684 4.38780
N -1.72477 2.09484 4.17057
O -1.55541 2.43057 2.93364
C -3.20292 0.75178 5.68441
C -3.47935 0.62009 3.26003
C 0.03902 3.78942 4.53235
H -0.74252 1.50950 6.42006
H 0.03437 3.00608 6.85421
H -1.66252 2.78600 7.22218
H -2.29322 4.88469 4.29261
H -1.98395 4.96710 6.01460
H -3.81273 3.41092 6.48228
H -4.40503 4.64055 5.39448
H -5.09743 2.33972 4.67112
H -4.17735 3.19868 3.45369
H -2.45856 -0.04549 5.69229
H -4.18725 0.28806 5.74763
H -3.08107 1.33832 6.59148
H -3.53048 1.11770 2.29346
H -4.45923 0.18799 3.46147
H -2.75920 -0.19599 3.18661
H 0.80260 3.02679 4.36989
H 0.42498 4.51111 5.25137
H -0.12327 4.31763 3.59362

Properties
<S²> = 2.008
E_HOMO (alpha / beta) = -8.31 / -8.50 eV
multiplicity = 3
strongest force on any atom = 0.03704 hartree/bohr
total charge = 0
HOMO-LUMO gap (alpha / beta) = 0.2876 / 0.2945 hartree